Record 1
This record from the Open Molecules 2025 dataset describes a molecular structure, C4H2. The level of theory is the ωB97M-V functional and the def2-TZVPD basis.

Summary:
2S+1: 1
Kohn-Sham gap (eV): 10.281
Charge: 0
HOMO energy (Eh): -0.360
Energy above the lowest of the compared OMol25 structures with the same formula, charge and spin (kcal per mole): 73.1

XYZ file:
```
6
Properties=species:S:1:pos:R:3:forces:R:3
C 1.06317 -0.78963 -0.31930 0.2 0.8 0.4
C 1.04564 0.80229 0.32485 0.1 -0.8 -0.5
C -0.16658 -0.68478 0.24629 -0.2 0.6 -0.5
C -0.17838 0.67556 -0.25407 0.0 -0.5 0.6
H -0.87486 -1.21806 0.84583 0.0 -0.3 0.3
H -0.88900 1.21463 -0.84360 0.0 0.2 -0.3
```
Positions in Å, forces in eV/Å.

---

Record 2
This record from the Open Molecules 2025 dataset describes 6 unconnected molecules or ions with the total composition C4H20N2O6 in a non-equilibrium geometry. The level of theory is the ωB97M-V functional and the def2-TZVPD basis.

Summary:
2S+1: 1
Kohn-Sham gap (eV): 10.325
SMILES: CN[C@H](C)C(N)=O.O.O.O.O.O
Charge: 0
HOMO energy (Eh): -0.370
Energy above the lowest of the compared OMol25 structures with the same formula, charge and spin (kcal per mole): 89.0

XYZ file:
```
32
Properties=species:S:1:pos:R:3:forces:R:3
C 1.94993 0.66196 1.35103 0.1 -0.9 0.9
N 0.76945 -0.22858 1.33857 0.2 -1.5 -0.6
C -1.04186 -1.10078 -0.01470 -5.1 -2.9 -1.9
C 0.15026 -0.34234 -0.04381 2.0 2.1 1.2
C 1.14390 -0.91453 -0.98175 2.3 -1.0 -2.8
N 1.32160 -0.65672 -2.31217 -3.4 2.1 0.4
O 1.93122 -1.73861 -0.60132 1.5 -1.5 2.8
H 1.86155 1.42428 0.62997 -0.4 1.1 -0.9
H 2.00986 1.13193 2.33049 0.2 0.0 0.1
H 2.90455 0.18082 1.12873 -0.1 -0.3 0.1
H 1.11217 -1.22165 1.62893 -0.9 2.2 -1.0
H -1.14669 -2.14882 0.21884 1.6 -0.8 0.2
H -1.58046 -1.16474 -1.02515 0.9 0.5 0.9
H -1.82054 -0.78883 0.64317 -0.4 1.3 0.6
H -0.16448 0.64764 -0.42864 0.7 0.0 0.7
H 2.14152 -0.88705 -2.79185 1.2 -0.7 -0.2
H 0.62317 -0.11436 -2.80024 0.1 0.4 -0.2
H 1.27049 -3.89450 -0.85705 0.6 0.3 2.1
H 1.30307 -3.17868 -2.13220 0.7 2.0 -0.9
O 1.04520 -3.97469 -1.74783 -1.5 -2.7 -1.4
H -0.91453 3.00581 -0.55728 -1.9 1.4 -0.4
H -2.22306 3.92503 -0.96623 -2.5 1.6 2.0
O -1.51307 3.43462 -1.23208 4.4 -3.0 -1.5
H -0.64392 1.43328 1.92784 5.1 -6.9 0.6
H -1.32135 2.44560 2.73328 -0.3 0.6 1.6
O -1.15520 2.11439 1.88168 -4.7 6.3 -2.4
H -0.77895 2.06096 -2.73107 -0.6 -2.3 -0.3
H -1.23448 0.73563 -1.88423 0.9 1.4 -4.1
O -0.90823 1.05291 -2.87552 -0.8 1.0 4.1
H -1.94911 -0.35876 4.03054 -0.6 0.2 0.9
H -1.15630 -0.67785 2.91230 3.4 0.4 -2.0
O -1.98570 -0.86334 3.22777 -2.8 -0.7 1.0
```
Positions in Å, forces in eV/Å.

---

Record 3
This record from the Open Molecules 2025 dataset describes 5 unconnected molecules or ions with the total composition C4H20N3O4 in a non-equilibrium geometry. The level of theory is the ωB97M-V functional and the def2-TZVPD basis.

Summary:
2S+1: 1
Kohn-Sham gap (eV): 8.680
Charge: +1
HOMO energy (Eh): -0.429
Energy above the lowest of the compared OMol25 structures with the same formula, charge and spin (kcal per mole): 98.3

XYZ file:
```
31
Properties=species:S:1:pos:R:3:forces:R:3
C -1.56671 -1.86409 -0.81473 -0.7 1.2 -0.5
C -0.14151 -1.45016 -1.24752 -0.2 0.8 -2.5
C 0.78389 -1.00935 -0.17497 -0.3 -0.4 -0.6
C 1.71358 -0.04714 -0.26888 0.7 0.0 0.5
N 2.53196 0.40396 0.72627 0.2 -0.1 -1.9
N 0.55552 -1.76862 1.05860 -1.7 0.9 5.6
N -1.94035 -1.32650 0.52942 1.1 -0.2 -0.4
H -1.74400 -2.93461 -0.87721 0.3 -0.2 0.4
H -2.19806 -1.45499 -1.62926 -0.1 -0.1 0.6
H -0.21365 -0.60200 -2.07629 0.3 -1.8 2.2
H 0.26767 -2.32574 -1.76201 0.1 0.0 -0.1
H 1.98621 0.40845 -1.22125 -0.9 -0.3 0.0
H 2.37047 0.23195 1.65240 -0.5 -0.6 2.5
H 3.20193 1.12058 0.56376 0.2 0.3 -0.3
H -0.13292 -2.56466 1.18513 0.3 1.3 -1.7
H 0.13735 -1.12195 1.93255 0.6 -1.2 -2.3
H 1.27237 -2.14243 1.65757 2.0 -0.2 -0.7
H -1.31315 -0.52792 0.73245 -1.4 -0.2 -0.4
H -2.91926 -1.11346 0.59304 -0.1 0.4 0.0
H 0.98153 3.24383 -1.26128 -1.2 0.6 -0.8
H -0.51090 3.66910 -1.22827 0.3 -0.2 -0.6
O 0.25208 3.61706 -1.83009 1.0 -0.5 1.2
H -0.53756 3.22375 0.83873 0.5 -2.5 0.1
H -1.01953 1.99076 1.53522 -1.7 -0.8 1.8
O -0.41542 2.20472 0.87194 1.1 3.4 -1.6
H -1.47832 -1.00739 3.30850 -8.0 -4.2 -1.2
H -0.83276 0.24902 3.73702 -1.1 6.6 2.5
O -0.77502 -0.56314 3.45621 9.2 -2.6 -1.5
H 0.44015 0.56073 -3.83993 -0.2 -0.5 -1.9
H 0.65138 1.93359 -3.12876 -0.4 -0.5 -0.1
O 0.59303 0.96664 -3.01835 0.6 1.2 1.7
```
Positions in Å, forces in eV/Å.

---

Record 4
This record from the Open Molecules 2025 dataset describes 6 unconnected molecules or ions with the total composition C4H20O6 in a non-equilibrium geometry. The level of theory is the ωB97M-V functional and the def2-TZVPD basis.

Summary:
2S+1: 1
Kohn-Sham gap (eV): 9.376
SMILES: CO.CO.CO.CO.O.O
Charge: 0
HOMO energy (Eh): -0.345
Energy above the lowest of the compared OMol25 structures with the same formula, charge and spin (kcal per mole): 42.2

XYZ file:
```
30
Properties=species:S:1:pos:R:3:forces:R:3
O 5.91851 7.52430 6.11509 -0.3 -0.2 0.4
H 6.80160 7.66154 6.48568 0.0 -0.1 0.0
H 5.96462 7.80522 5.20172 0.2 0.1 -0.5
O 8.48631 7.98888 7.19982 0.3 -0.2 -0.2
H 8.75686 8.56758 7.91230 0.0 0.2 0.2
H 9.29707 7.54892 6.91635 -0.2 0.0 0.0
C 7.20871 4.51334 7.78395 -0.4 0.6 0.4
O 7.86074 3.84768 6.74218 0.7 -0.4 -0.4
H 6.13245 4.53359 7.60414 0.1 0.0 -0.2
H 7.37979 3.98228 8.71378 -0.1 0.0 0.4
H 7.58769 5.54057 7.85954 -0.3 0.0 0.2
H 8.75751 3.72021 7.07846 -0.1 -0.2 -0.5
C 4.02233 4.99329 4.95654 0.7 -0.4 -1.2
O 3.54929 5.90930 5.88037 -0.8 0.2 0.3
H 4.58196 5.50397 4.15665 -0.1 -0.1 0.0
H 4.71534 4.31160 5.42419 0.4 -0.6 0.1
H 3.25118 4.39859 4.46270 -0.3 0.3 0.3
H 4.33912 6.40008 6.10623 0.3 0.6 0.5
C 5.75771 10.11916 4.21084 0.0 0.5 -0.1
O 6.26301 8.98405 3.51300 0.7 0.3 0.0
H 5.61926 10.96032 3.50932 -0.1 -0.2 0.3
H 4.80544 9.85625 4.67978 0.2 0.0 -0.2
H 6.48015 10.41366 4.98524 -0.3 0.1 0.0
H 7.17794 9.24316 3.29372 -0.6 -0.6 -0.1
C 5.61905 10.03232 8.57289 -1.0 -1.0 -1.2
O 5.97246 11.37833 8.58203 0.5 1.0 0.0
H 4.88966 9.77687 9.33825 0.2 0.2 0.3
H 5.11085 9.86528 7.61976 -0.1 -0.6 0.1
H 6.45271 9.32802 8.58949 0.2 0.1 0.3
H 5.96785 11.63304 7.65088 0.2 0.3 0.5
```
Positions in Å, forces in eV/Å.

---

Record 5
This record from the Open Molecules 2025 dataset describes 5 unconnected molecules or ions with the total composition C4H21N3O4 in a non-equilibrium geometry. The level of theory is the ωB97M-V functional and the def2-TZVPD basis.

Summary:
2S+1: 1
Kohn-Sham gap (eV): 9.855
Charge: +2
HOMO energy (Eh): -0.567
Energy above the lowest of the compared OMol25 structures with the same formula, charge and spin (kcal per mole): 1.2

XYZ file:
```
32
Properties=species:S:1:pos:R:3:forces:R:3
C 0.94080 0.64348 2.12768 0.2 -1.3 0.4
C 1.50021 -0.59002 1.40438 -1.0 0.0 -1.2
C 0.53312 -1.12477 0.36134 -0.9 -0.6 -0.8
C 0.95144 -1.44898 -0.87545 1.0 0.5 0.3
N 0.09536 -2.17362 -1.82370 1.0 0.4 0.2
N -0.79325 -1.32095 0.67591 1.1 0.9 0.1
N 0.95519 1.80125 1.22037 -0.6 0.9 0.1
H -0.08676 0.47742 2.42958 -0.2 0.0 -0.1
H 1.49056 0.78332 3.05206 0.3 0.7 -0.1
H 1.70705 -1.44089 2.04813 0.3 0.3 0.5
H 2.38186 -0.32401 0.81858 0.4 -0.1 0.5
H 1.97507 -1.27340 -1.15850 0.0 -0.1 -0.4
H -0.62561 -2.64053 -1.24611 -0.4 -0.2 -0.8
H -0.28396 -1.59641 -2.59939 -0.9 0.1 0.5
H 0.64045 -2.84462 -2.36868 0.1 -0.5 0.5
H -1.45341 -1.40735 -0.07382 -0.3 -0.3 0.6
H -1.06629 -1.54959 1.60771 -0.3 -0.1 0.3
H 0.34721 1.64951 0.41925 0.0 -0.1 -0.3
H 1.86816 2.01738 0.84181 0.4 0.0 -0.1
H 0.59756 2.70866 1.65357 0.5 -0.9 0.4
H 1.14548 3.93871 -1.25767 0.0 0.0 0.0
H -0.34813 4.04877 -0.98311 0.0 0.0 0.0
O 0.43248 3.52908 -0.75261 0.0 0.1 -0.1
H -1.32753 -0.63416 -4.45733 -0.2 0.1 0.0
H -1.78999 -2.08020 -4.36834 -0.2 0.1 0.0
O -1.66246 -1.28765 -3.82826 0.5 -0.1 -0.1
H 0.67181 4.43736 3.14594 0.0 -0.1 0.2
H -0.62654 3.62967 3.18783 0.1 0.1 0.3
O 0.33498 3.52910 3.14737 -0.3 0.3 -0.4
H -2.82073 -3.87061 -0.41137 -0.2 0.2 -0.1
H -3.17750 -2.58628 -1.24745 -0.2 -0.4 0.1
O -2.50666 -2.99967 -0.68973 0.2 0.0 -0.3
```
Positions in Å, forces in eV/Å.

---

Record 6
This record from the Open Molecules 2025 dataset describes 6 unconnected molecules or ions with the total composition C4H21N3O6 in a non-equilibrium geometry. The level of theory is the ωB97M-V functional and the def2-TZVPD basis.

Summary:
2S+1: 1
Kohn-Sham gap (eV): 9.541
SMILES: C[C@H](NCN)C(N)=O.O.O.O.O.O
Charge: 0
HOMO energy (Eh): -0.342
Energy above the lowest of the compared OMol25 structures with the same formula, charge and spin (kcal per mole): 48.8

XYZ file:
```
34
Properties=species:S:1:pos:R:3:forces:R:3
O -2.68078 -0.81120 0.79122 -0.3 -0.1 -0.8
C -1.57489 -0.33977 0.55128 -0.1 -0.1 1.4
N -1.32162 0.96828 0.76399 0.0 0.3 -0.4
C -0.39666 -1.24038 0.23859 2.1 1.1 -0.7
C 0.13315 -1.96596 1.46093 -2.1 -1.2 0.7
N 0.71990 -0.43643 -0.34541 -0.7 0.4 0.1
C 0.69895 -0.42575 -1.83492 0.8 -0.1 1.4
N 1.57382 0.60471 -2.32636 -0.3 -0.3 -0.7
H -0.40105 1.37053 0.71051 0.0 -0.2 -0.5
H -2.09431 1.60778 0.68259 -0.1 0.0 0.4
H -0.66089 -1.95626 -0.53076 -0.6 -0.3 0.2
H 0.68617 -1.40555 2.21023 0.5 0.2 -0.5
H -0.75824 -2.31057 1.99793 0.0 0.2 0.1
H 0.52403 -2.94784 1.20073 0.8 0.3 -0.2
H 1.59396 -0.85455 -0.05568 0.1 -0.1 0.0
H -0.31142 -0.24334 -2.19365 -0.1 -0.2 0.1
H 1.06308 -1.42276 -2.08480 -0.2 0.1 -1.0
H 2.54103 0.32402 -2.27550 0.1 0.2 0.2
H 1.38810 1.43852 -1.78885 0.2 0.1 -0.2
H 4.32781 0.18487 2.57248 0.3 -0.3 -0.2
H 3.78996 1.34694 1.84332 0.2 0.0 -0.4
O 4.38909 0.59821 1.70121 -0.6 0.3 0.6
H -3.82990 -0.11458 -1.61636 -0.1 0.2 -0.1
H -4.72758 -0.83173 -0.68080 -0.2 0.2 0.1
O -4.76779 -0.20492 -1.41602 0.2 -0.3 0.1
H -2.35279 -4.36325 0.81568 0.1 0.0 -0.1
H -2.88091 -3.11600 0.14015 0.3 0.3 0.1
O -2.06296 -3.60959 0.28913 -0.5 -0.5 0.0
H 0.35000 4.11938 0.92211 0.5 0.1 -0.4
H 0.13069 3.96193 -0.64346 0.5 0.1 0.5
O -0.26442 3.88310 0.22804 -1.4 -0.2 0.1
H 2.08978 2.04629 -0.08955 0.4 -0.2 -0.5
H 2.82758 3.16508 -0.99375 0.2 -0.7 0.0
O 2.25914 2.98082 -0.24423 -0.2 0.7 0.6
```
Positions in Å, forces in eV/Å.

---

The lowest Kohn-Sham gap belongs to which entry?
C4H20N3O4

---

The lowest Kohn-Sham gap belongs to which entry?
C4H20N3O4

---

What did the first record say?
This record from the Open Molecules 2025 dataset describes a molecular structure, C4H2. The level of theory is the ωB97M-V functional and the def2-TZVPD basis.

Summary:
2S+1: 1
Kohn-Sham gap (eV): 10.281
Charge: 0
HOMO energy (Eh): -0.360
Energy above the lowest of the compared OMol25 structures with the same formula, charge and spin (kcal per mole): 73.1

XYZ file:
```
6
Properties=species:S:1:pos:R:3:forces:R:3
C 1.06317 -0.78963 -0.31930 0.2 0.8 0.4
C 1.04564 0.80229 0.32485 0.1 -0.8 -0.5
C -0.16658 -0.68478 0.24629 -0.2 0.6 -0.5
C -0.17838 0.67556 -0.25407 0.0 -0.5 0.6
H -0.87486 -1.21806 0.84583 0.0 -0.3 0.3
H -0.88900 1.21463 -0.84360 0.0 0.2 -0.3
```
Positions in Å, forces in eV/Å.